This record from the OMol25 dataset describes a 2-piece molecular cluster, C4H10NOP overall. The level of theory is the ωB97M-V functional and the def2-TZVPD basis.

Last column: Löwdin charge in e.
Positions of all 17 atoms, in Å:
C 3.55 -0.71 0.48  0.131
C 0.88 2.13 0.11  -0.170
C -3.18 -1.53 0.28  -0.057
C 0.17 1.03 -0.69  -0.311
N 2.46 -0.39 0.25  -0.092
O 0.49 -1.82 -0.83  -0.484
P 0.70 -0.73 0.13  0.653
H 4.58 -0.62 0.33  0.074
H -3.31 -2.42 1.03  0.051
H 0.63 1.88 1.08  0.036
H 1.86 2.16 -0.16  0.023
H 0.56 3.04 -0.25  0.042
H -3.79 -0.71 0.79  0.042
H -2.14 -1.34 0.55  -0.045
H -3.22 -1.82 -0.71  -0.012
H 0.61 0.87 -1.79  0.112
H -0.85 0.97 -0.61  0.008

Results
* energy relative to the best compared isomer or geometry (same formula, charge and spin): 88.9 kcal/mol
* 2S+1: 1
* HOMO-LUMO gap (alpha / beta): 0.2519 / 0.2516 Eh
* strongest force on any atom: 6.07 eV/Å
* HOMO level (alpha / beta): -7.48 / -7.48 eV